95
Properties=species:S:1:pos:R:3 method="wB97M-V/def2-TZVPD" gap_ev=8.11 e_lumo_ev=-1.905 fmax_ev_per_a=4.8 total_charge=+1 e_above_lowest_kj_mol=154.90 e_homo_ev=-10.018
Sr 0.866 -0.211 -0.253
Br 2.290 3.832 4.556
Cl -1.134 -2.458 -1.304
S 2.673 -2.242 -0.900
P -1.270 0.415 -2.686
O 1.437 -0.476 2.225
O 1.461 -2.852 -0.368
O -1.180 -0.917 1.363
O -2.041 1.788 0.612
O 3.533 -1.687 0.135
N 1.006 2.461 0.919
N 2.140 -1.033 -1.822
N 2.717 1.216 -1.655
N 5.771 -5.780 -4.427
N 4.322 -0.354 -2.461
C -2.107 3.187 0.832
C 2.049 0.816 -5.053
C 2.951 -3.968 -2.948
C 4.940 -3.556 -1.632
C 1.311 2.594 2.211
C 1.814 4.678 0.542
C -1.995 2.364 -4.680
C 3.585 -3.360 -1.867
C -2.493 -0.907 -3.085
C 0.727 -1.682 2.559
C 2.151 4.809 1.881
C 4.923 1.935 -2.237
C 5.212 0.618 -2.570
C -2.546 1.065 1.713
C 3.673 -4.785 -3.787
C -3.660 4.057 -4.256
C -3.027 2.525 -2.517
C 0.131 -1.142 -4.617
C -2.405 -2.146 -2.458
C 1.884 3.745 2.722
C 0.019 0.081 -3.960
C 3.103 -0.029 -2.008
C -4.297 -2.982 -3.653
C 0.993 1.055 -4.187
C 1.253 3.494 0.107
C 3.654 2.169 -1.775
C -2.118 1.898 -3.371
C 5.662 -4.377 -2.471
C 2.158 -0.413 -5.694
C 2.769 -0.459 2.774
C -3.524 -0.733 -4.008
C -4.417 -1.756 -4.292
C -2.511 -0.401 1.384
C 5.042 -5.000 -3.565
C -0.730 -1.341 2.652
C -2.762 3.439 -5.117
C -3.284 -3.181 -2.729
C -3.794 3.596 -2.955
C 1.196 -1.388 -5.476
H 1.988 5.491 -0.152
H -3.139 2.155 -1.503
H -4.257 4.892 -4.602
H 0.926 2.008 -3.676
H -5.209 -1.591 -5.012
H 2.795 1.582 -5.225
H 5.415 -3.056 -0.796
H 3.188 -5.267 -4.629
H 3.352 3.171 -1.489
H 0.978 3.358 -0.936
H 1.894 -3.793 -3.125
H 1.064 -2.076 3.518
H -1.521 3.477 1.711
H 0.903 -2.442 1.796
H 3.329 -1.336 2.465
H -2.664 3.785 -6.139
H -3.577 1.364 1.934
H 6.700 -6.059 -4.170
H -0.867 -0.539 3.382
H -3.115 -0.961 2.100
H -3.143 3.510 0.978
H -3.633 0.215 -4.518
H 6.196 0.333 -2.932
H 5.655 2.728 -2.325
H -3.171 -4.129 -2.216
H 1.086 1.757 2.860
H -0.613 -1.914 -4.457
H -2.918 -0.556 0.385
H 6.718 -4.540 -2.294
H 2.607 5.714 2.261
H -1.314 1.885 -5.370
H -1.701 3.681 -0.049
H 1.274 -2.347 -5.974
H 3.268 0.430 2.393
H 5.293 -6.372 -5.081
H -1.297 -2.216 2.978
H -4.989 -3.786 -3.872
H -1.937 1.275 2.604
H 2.709 -0.405 3.862
H 2.991 -0.607 -6.360
H -4.499 4.071 -2.281